[1]
C46H40N6O4SSeSiTl as an isolated structure, computed with ωB97M-V with the def2-TZVPD basis set.

Structure (XYZ):
```
100
Properties=species:S:1:pos:R:3:mulliken_charge:R:1
Tl 0.300 -0.194 -0.917 1.2315
Se -1.224 -1.759 -2.686 0.1274
S -1.012 -2.333 2.194 0.4893
Si -2.685 1.565 -0.375 0.6523
O 2.599 -2.725 2.040 -0.8345
O 1.788 1.989 -0.902 1.1062
O 3.240 -1.138 -4.291 -0.8136
O -1.106 -1.195 1.216 -0.3956
N -0.966 1.708 -0.596 0.9727
N 0.508 0.900 -3.337 0.7568
N 1.306 0.525 1.459 1.1059
N -3.077 -3.782 -1.538 -0.6809
N 1.713 -1.797 0.115 0.9698
N 1.888 -1.236 -2.418 0.7545
C -1.193 -1.580 3.816 0.1182
C -0.481 5.404 -0.385 -1.4113
C -3.751 -2.547 2.640 -0.3667
C 1.768 -4.237 -0.326 -0.9297
C -1.452 -0.381 6.286 -0.6360
C 1.986 -2.582 -2.088 0.2001
C -2.624 -4.476 1.708 -0.3920
C 4.594 2.644 -3.212 -0.9200
C 1.836 -2.900 -0.729 0.0079
C 1.643 4.384 -0.703 -0.4867
C -5.007 -4.498 2.006 -0.4536
C 5.118 0.822 -1.745 -0.5911
C 1.882 -5.252 -1.262 -0.8465
C 3.892 0.973 -1.118 -0.3744
C -0.353 2.948 -0.624 0.0257
C 1.718 1.949 3.332 -1.0420
C 1.572 0.510 -4.029 0.6732
C 2.468 -0.314 3.363 -0.6795
C 0.134 2.656 -4.904 -1.0602
C 1.923 -0.467 2.091 0.7253
C 3.355 2.797 -2.600 -0.4770
C 2.077 -1.807 1.391 -0.4623
C 2.374 0.917 3.987 -0.7813
C 1.972 1.155 -5.194 -0.8312
C 2.078 -3.619 -3.021 -0.7490
C 0.892 5.535 -0.514 -1.0083
C -3.397 -0.149 -0.513 -0.3587
C -2.588 -3.196 2.234 0.4466
C -1.075 4.153 -0.431 -1.0805
C -1.253 -1.757 6.200 -0.6470
C -1.389 -0.216 3.887 0.7787
C 2.328 -0.726 -3.567 -0.5211
C 1.192 1.705 2.074 -0.5413
C -2.344 -2.974 -1.928 0.2468
C -1.521 0.387 5.132 -0.6104
C -4.963 -3.203 2.521 -0.7227
C 1.243 2.245 -5.634 -0.5787
C -1.120 -2.363 4.961 -0.6345
C -0.197 1.952 -3.760 -0.1657
C 1.039 3.141 -0.792 0.6039
C 2.039 -4.940 -2.610 -0.7512
C -3.650 2.517 -1.695 -1.4703
C 5.479 1.664 -2.790 -0.7719
C -3.222 2.221 1.311 -0.7852
C -3.845 -5.134 1.606 -0.5331
C 3.017 1.962 -1.548 0.3912
H -2.145 4.090 -0.296 0.3766
H 2.185 -3.366 -4.067 0.4466
H -5.876 -2.703 2.818 0.3989
H -1.671 1.458 5.198 0.4554
H -1.445 0.351 2.965 -0.4638
H 2.650 3.534 -2.960 0.6253
H 2.843 0.778 -5.713 0.6000
H 1.658 -4.458 0.726 0.5063
H 3.580 0.309 -0.319 0.1220
H 4.854 3.292 -4.041 0.3655
H -3.478 3.597 -1.712 0.4150
H -4.330 -0.190 0.066 0.3777
H 2.955 -1.169 3.811 0.5860
H -3.397 2.124 -2.688 0.2611
H -3.631 -0.395 -1.552 0.3210
H 1.853 -6.289 -0.943 0.3764
H 2.799 1.069 4.972 0.4028
H 1.608 2.929 3.781 0.5429
H 6.434 1.540 -3.286 0.3748
H -1.561 0.088 7.257 0.3779
H -4.722 2.348 -1.539 0.4446
H -3.708 -1.536 3.027 0.4478
H -0.469 3.498 -5.223 0.4924
H 0.653 2.480 1.542 0.1985
H 1.537 2.777 -6.532 0.3788
H -1.102 6.280 -0.231 0.3899
H -5.961 -5.002 1.898 0.3628
H -2.817 1.592 2.115 -0.1235
H -0.964 -3.436 4.882 0.4707
H 5.786 0.034 -1.419 0.4257
H 2.721 4.446 -0.770 0.5624
H -1.710 -4.944 1.359 0.4570
H 1.376 6.502 -0.459 0.4247
H -2.902 3.250 1.506 0.3503
H -1.204 -2.357 7.102 0.3984
H -2.740 -0.928 -0.127 -0.5082
H -1.052 2.228 -3.151 0.1842
H 2.124 -5.733 -3.345 0.3655
H -3.882 -6.127 1.178 0.3930
H -4.316 2.187 1.383 0.4280
```

- LUMO level (eV) = 2.22
- total charge = -1
- E (Eh) = -5668.1531
- HOMO-LUMO gap (eV) = 6.633

[2]
A 3-piece molecular cluster, C11H24Br4IN2 overall, computed with ωB97M-V with the def2-TZVPD basis set.

Structure (XYZ):
```
42
Properties=species:S:1:pos:R:3:nbo_charge:R:1
I -2.704 -0.068 0.154 0.0710
Br -2.159 2.897 -4.369 -0.0186
Br -2.153 -0.136 -6.360 -0.0221
Br 0.951 3.989 7.251 0.0199
Br 2.832 1.912 4.970 -0.0261
N 1.469 0.026 0.587 -0.6007
N 2.085 -2.689 1.223 -0.5017
C 0.397 2.322 6.443 -0.4662
C 1.944 -1.695 2.367 -0.2421
C -2.406 2.724 -6.290 -0.4455
C -3.183 1.486 -6.656 -0.4442
C 0.606 -1.027 0.079 -0.0846
C 1.982 -0.223 1.927 -0.2455
C -1.528 -1.093 -1.332 -0.2689
C -2.104 -0.875 -2.714 -0.6461
C 1.427 -2.298 -0.102 -0.2289
C 1.540 1.346 6.313 -0.4384
C -0.076 -0.633 -1.234 -0.4475
H -2.949 3.612 -6.605 0.2367
H -3.151 -1.170 -2.767 0.2348
H -2.029 0.170 -3.014 0.2353
H 2.993 0.170 2.014 0.2251
H 0.993 -1.940 2.836 0.2225
H 2.739 -1.923 3.075 0.2414
H -1.616 -2.138 -1.030 0.2044
H 1.672 -3.563 1.543 0.4372
H -3.437 1.496 -7.713 0.2370
H 1.384 0.322 2.661 0.2273
H -1.544 -1.471 -3.439 0.2196
H -0.035 2.569 5.478 0.2279
H -1.414 2.725 -6.729 0.2321
H -4.087 1.386 -6.062 0.2320
H 2.235 -2.104 -0.808 0.2203
H -0.021 0.453 -1.324 0.2520
H 1.174 0.369 6.007 0.2154
H 3.071 -2.893 1.064 0.4343
H 2.218 0.218 -0.068 0.3665
H 2.096 1.253 7.241 0.2371
H 0.865 -3.166 -0.443 0.2289
H -0.173 -1.197 0.831 0.2172
H -0.371 1.901 7.089 0.2355
H 0.465 -1.044 -2.096 0.2157
```

- LUMO level (eV) = -3.34
- total charge = +1
- E (Eh) = -11136.5488
- HOMO-LUMO gap (eV) = 8.575

[3]
A 18-piece molecular cluster, C60H137N18O18 overall at a distorted geometry, computed with ωB97M-V with the def2-TZVPD basis set.

Structure (XYZ):
```
233
Properties=species:S:1:pos:R:3:mulliken_charge:R:1
O 18.984 20.321 12.958 -0.7149
O 12.029 29.583 17.941 -0.7609
O 10.325 18.083 10.210 -0.6692
O 15.161 29.491 11.925 -0.6147
O 8.307 18.522 15.722 -0.6268
O 16.883 25.061 20.468 -0.8961
O 6.654 21.566 11.737 -0.7082
O 10.753 27.231 14.549 -0.6216
O 14.046 16.769 12.443 -0.5948
O 10.110 19.129 20.589 -0.6722
O 14.729 22.905 24.491 -0.7293
O 14.304 18.333 17.077 -0.3876
O 15.108 23.853 15.902 0.5760
O 7.079 23.838 16.361 -0.6567
O 11.785 26.586 22.111 -0.7118
O 15.051 16.669 9.013 -0.5956
O 7.571 23.288 21.262 -0.7957
O 19.103 27.274 14.921 -0.7551
N 14.591 17.781 14.381 0.2531
N 10.126 18.836 17.151 0.2979
N 17.861 25.383 15.049 0.2384
N 9.514 20.154 10.189 -0.0345
N 14.499 16.823 18.770 -0.0951
N 10.254 26.743 12.422 -0.0312
N 6.496 23.009 13.549 0.1701
N 16.521 24.022 18.498 0.9996
N 9.237 21.771 21.100 0.7302
N 11.326 18.031 22.144 -0.1582
N 16.135 27.635 11.073 -0.0506
N 13.842 23.302 15.698 0.5448
N 15.474 18.896 9.034 -0.1209
N 15.815 24.226 23.039 0.0049
N 10.768 28.018 20.646 -0.0517
N 12.320 28.582 15.938 0.1935
N 17.529 21.948 13.473 0.7937
N 7.656 23.276 18.428 0.4474
C 10.145 17.397 22.754 -0.9103
C 14.391 23.236 13.353 -0.5723
C 16.722 27.533 14.872 0.7243
C 10.614 19.300 12.223 0.8964
C 6.989 20.979 21.660 -1.2171
C 8.076 21.151 13.629 -0.1037
C 6.960 21.903 12.888 0.3038
C 17.083 29.814 10.559 -1.1769
C 7.112 24.111 17.537 0.8093
C 14.202 16.740 13.638 0.6836
C 10.165 19.131 10.795 0.0523
C 12.070 23.037 14.044 -0.2017
C 5.903 24.109 12.819 -0.8972
C 13.131 27.419 20.331 0.3744
C 10.040 26.640 13.756 0.2042
C 16.545 25.109 19.285 0.5569
C 13.782 23.107 22.329 -0.0743
C 13.862 15.457 14.396 -1.0898
C 12.705 24.748 17.471 -0.6224
C 13.468 22.398 17.924 -0.1479
C 6.688 25.451 18.054 -1.2515
C 18.260 20.859 13.747 0.7966
C 13.180 25.220 14.190 0.4588
C 18.002 26.729 14.987 0.4252
C 13.515 15.841 18.311 -0.8122
C 15.625 17.744 6.912 -1.2636
C 16.962 24.468 23.873 -1.0852
C 11.635 28.826 17.062 0.5111
C 12.968 23.365 16.854 2.8992
C 11.594 22.735 16.432 0.1419
C 8.850 18.453 16.832 0.6911
C 15.299 17.683 8.405 0.6898
C 13.379 23.718 14.382 1.8888
C 8.913 25.738 14.213 -1.0475
C 8.105 21.948 18.009 -0.2435
C 15.153 26.758 11.644 -0.0579
C 15.407 19.053 10.456 -0.7066
C 9.452 27.998 21.252 -1.0449
C 11.003 23.156 15.100 2.2170
C 11.834 27.357 21.155 0.3574
C 18.867 24.484 15.607 -1.0111
C 14.831 17.984 18.139 0.3883
C 16.046 28.970 11.255 0.6900
C 16.000 18.756 18.758 -0.9735
C 10.336 22.709 21.283 -0.8380
C 14.693 19.135 13.932 -0.3590
C 18.193 20.293 15.142 -0.8321
C 7.955 22.096 21.340 0.8480
C 9.618 26.059 11.348 -0.9686
C 8.019 18.049 18.053 -0.8587
C 11.214 18.834 21.065 0.6294
C 11.209 19.205 16.257 -0.2332
C 16.763 22.688 18.991 -0.6080
C 12.504 19.305 20.463 0.4307
C 16.118 26.378 18.596 0.6288
C 10.423 27.971 17.318 -0.8879
C 8.783 20.090 8.964 -1.0045
C 13.619 29.168 15.666 -0.9717
C 17.566 22.548 12.174 -1.1793
C 14.852 23.347 23.361 0.4421
H 16.196 22.471 19.895 0.0899
H 13.709 30.235 15.870 0.3812
H 6.196 20.941 20.906 0.2848
H 16.282 26.308 17.521 -0.7991
H 18.324 23.711 16.147 0.1372
H 7.843 20.953 14.679 0.4052
H 11.791 25.243 17.121 -0.8610
H 10.636 24.184 15.246 -1.7573
H 9.140 21.892 18.367 0.0220
H 12.438 19.332 19.362 -0.7744
H 16.738 24.154 24.886 0.4258
H 6.442 25.446 19.116 0.4259
H 7.227 17.389 17.693 0.4037
H 16.884 22.214 14.209 -0.4887
H 9.642 28.645 17.703 0.5783
H 12.272 21.951 13.972 -0.5776
H 9.064 21.594 13.554 -0.2509
H 12.675 21.995 18.554 0.0832
H 12.765 15.656 19.083 0.2736
H 5.896 23.887 11.754 0.3811
H 11.707 18.280 15.889 0.5058
H 13.100 22.400 22.804 0.2411
H 11.995 27.906 15.271 0.2937
H 18.215 19.210 15.076 0.3015
H 10.504 16.547 23.330 0.3354
H 8.198 21.001 8.897 0.3589
H 16.676 30.806 10.368 0.3360
H 16.587 22.743 11.719 0.2957
H 15.898 19.630 8.503 0.2432
H 11.750 21.650 16.439 -1.6455
H 10.879 22.936 17.240 0.3238
H 12.820 15.213 14.229 0.2536
H 9.831 26.528 10.393 0.3654
H 9.370 17.104 22.058 0.2575
H 5.823 25.749 17.456 0.3526
H 8.964 28.930 20.962 0.4217
H 19.373 24.009 14.764 0.2728
H 16.920 24.993 14.994 -0.1832
H 6.488 21.190 22.599 0.3766
H 14.710 18.382 10.961 0.2741
H 13.797 19.548 13.455 -0.0674
H 9.892 25.001 11.298 0.2826
H 11.155 22.217 21.793 0.1746
H 7.560 21.137 18.500 0.3011
H 11.642 18.966 12.305 -0.1461
H 10.014 23.569 21.858 0.4044
H 15.386 23.551 13.638 -0.7730
H 8.529 26.062 11.455 0.3090
H 8.547 17.531 18.848 0.2695
H 12.050 19.562 16.842 -0.3904
H 8.141 19.214 8.946 0.3036
H 13.685 28.245 20.784 0.4459
H 8.880 27.173 20.830 0.2234
H 19.068 20.597 15.718 0.3965
H 9.510 20.820 20.865 -0.1111
H 10.519 27.129 17.992 0.2040
H 7.975 26.297 14.134 0.7354
H 13.313 18.600 20.651 0.5502
H 11.607 23.267 13.072 0.4290
H 14.506 14.688 13.970 0.4080
H 15.466 16.786 6.438 0.3083
H 14.347 28.711 16.345 0.0219
H 11.059 27.310 12.203 0.2949
H 14.154 22.654 21.408 -0.0976
H 7.511 18.949 18.400 0.0292
H 16.810 28.493 15.369 0.5121
H 15.788 19.794 18.533 -0.2355
H 11.053 28.664 19.919 0.2554
H 17.307 20.638 15.687 -0.0740
H 12.230 17.890 22.550 0.2312
H 13.638 26.471 20.461 -0.2625
H 16.459 27.686 13.833 -0.3241
H 14.020 23.465 12.352 0.3367
H 13.029 16.249 17.430 0.2007
H 13.203 24.010 22.130 0.2029
H 13.851 28.964 14.625 0.4352
H 13.958 21.545 17.436 -0.2818
H 17.498 29.344 9.668 0.3374
H 17.841 22.519 19.052 0.5649
H 14.228 22.879 18.555 -0.8530
H 9.715 18.137 23.440 0.3095
H 19.559 25.029 16.236 0.4271
H 14.975 27.004 12.689 -0.4802
H 17.914 30.099 11.217 0.2761
H 17.837 23.606 12.295 0.2686
H 12.994 25.463 13.133 0.5010
H 12.987 27.556 19.260 -0.2915
H 10.887 19.632 15.314 -0.0808
H 15.474 19.261 13.179 0.1355
H 18.211 22.035 11.481 0.4435
H 10.414 18.588 18.081 -0.0968
H 12.424 25.698 14.811 -0.9824
H 13.531 25.404 17.166 -0.7368
H 6.450 25.021 13.055 0.1518
H 15.117 16.484 19.488 0.2516
H 14.118 15.560 15.453 0.0751
H 14.017 14.893 18.122 0.3440
H 9.074 25.572 15.272 -0.0889
H 7.502 20.017 21.593 0.1270
H 15.047 26.564 18.714 -0.5793
H 10.576 20.378 12.428 -0.5037
H 12.618 24.700 18.560 0.7156
H 14.137 25.742 14.319 -1.1338
H 15.967 18.583 19.835 0.5404
H 6.976 23.174 14.425 0.1515
H 9.895 27.668 16.401 0.2565
H 16.940 27.294 10.589 0.2406
H 9.461 20.055 8.113 0.3017
H 12.746 20.363 20.577 -0.2718
H 16.922 18.346 18.357 0.4458
H 15.451 25.710 11.689 0.2838
H 10.135 22.515 14.921 -0.8743
H 14.980 18.509 6.468 0.3279
H 17.876 23.977 23.525 0.2784
H 8.851 24.837 13.607 0.4546
H 16.023 24.053 17.602 -0.3259
H 15.292 20.105 10.722 0.2460
H 16.014 26.925 15.446 -0.7707
H 14.857 19.795 14.782 -0.0569
H 15.879 24.528 22.071 0.2191
H 7.584 23.444 19.433 0.0142
H 16.644 27.224 19.033 0.6670
H 17.175 25.539 23.858 0.2996
H 14.659 17.684 15.387 0.4135
H 8.130 21.728 16.951 -0.3915
H 10.615 23.072 20.287 0.1531
H 14.344 22.140 13.413 -0.4015
H 4.852 24.314 13.056 0.3133
H 9.943 18.774 12.898 0.2749
H 7.400 26.270 17.928 0.0500
H 14.192 26.794 11.127 0.2388
H 9.503 27.969 22.334 0.3182
H 8.037 20.164 13.168 0.3447
H 16.636 18.145 6.830 0.3351
H 16.345 18.769 10.970 0.3190
H 9.287 20.963 10.747 0.1805
H 16.445 22.002 18.206 -0.2268
```

- LUMO level (eV) = 1.08
- total charge = -1
- E (Eh) = -4708.5915
- HOMO-LUMO gap (eV) = 5.146

Q: What is the HOMO-LUMO gap in the first record?
A: 6.633 eV